[1]
A 8-piece molecular cluster, C68H164ClN4O8P3 overall at a distorted geometry, computed with ωB97M-V with the def2-TZVPD basis set.

The charge is +6. The value obtained for the total energy is -135837.7571 eV.

Last column: Löwdin charge in e.
Cartesian coordinates (Å):
1 H 0.0996 -3.0032 0.8432  0.08
2 H -1.2461 -2.0228 2.6222  0.08
3 C -8.0175 6.4168 -2.6377  -0.30
4 H -6.0537 7.1894 -2.1222  0.07
5 H -7.4434 8.2679 -1.8868  0.10
6 H 0.2936 6.6962 -1.2054  0.12
7 C -2.7321 4.9049 5.1024  0.07
8 H -2.1293 -3.8060 -1.2121  0.07
9 H 6.7565 -3.8002 2.5847  0.09
10 C 6.9930 -3.6531 0.5823  -0.25
11 H -2.8521 7.8808 -1.9916  0.10
12 C -7.0634 4.1004 -2.3825  -0.23
13 C -8.3743 -0.8623 -3.6946  -0.10
14 H 2.0415 -2.6196 -0.8816  0.06
15 H 9.8706 -4.5337 -0.5367  0.10
16 H -9.0498 2.5279 -4.0918  0.11
17 H -0.9439 8.8479 -1.9094  0.13
18 C -4.5052 3.5864 -3.7994  -0.23
19 O -3.3223 5.0635 7.9701  -0.06
20 H -0.2727 -1.0413 -6.4069  0.11
21 H 9.0171 0.2020 -1.8996  0.09
22 H -1.0286 -0.2845 -3.4118  0.12
23 H -2.8090 -1.9338 1.8781  0.09
24 H 8.8871 -2.5600 0.9738  0.11
25 H 8.2816 -4.5237 1.9546  0.12
26 H 8.9287 -6.2207 -3.0442  0.05
27 C 6.5103 -1.2386 -1.8252  -0.24
28 C -2.7053 2.4561 5.6923  0.01
29 H -7.3114 -0.8806 -3.9355  0.05
30 C 4.9090 -1.0473 3.5105  -0.19
31 H -5.7367 -1.3907 0.4958  0.05
32 C -5.9042 1.8053 -0.4345  -0.21
33 H -6.4266 1.1042 -4.8382  0.10
34 H 12.4805 -1.1609 -1.8746  0.12
35 H 7.1860 -6.6341 1.4387  0.09
36 H 1.0416 -3.2644 -6.3885  0.12
37 C -4.6854 3.7474 6.4452  -0.09
38 H 0.5284 -5.9357 -0.1610  0.10
39 C -4.1712 3.9109 7.9261  -0.19
40 H 0.2784 0.1452 -5.2221  0.09
41 H -3.4185 5.7516 5.0871  0.11
42 H -4.1712 -4.4666 -2.4665  0.11
43 H -8.9127 6.1179 -2.0923  0.13
44 H -2.1384 -0.8867 4.0935  0.09
45 O 5.6223 0.0129 2.8994  -0.08
46 C -4.4485 3.1707 4.0723  0.02
47 P -6.0770 2.7665 -3.2058  1.06
48 H 7.4525 -1.5113 1.0489  0.07
49 H 11.1820 0.4318 -0.3606  0.13
50 C -5.6479 1.4612 -2.0005  -0.23
51 H -0.7257 -8.0121 4.8905  0.08
52 H -0.7639 -7.9031 1.6301  0.13
53 H 6.1158 0.7147 -0.7551  0.11
54 H 11.5358 0.4842 -4.1097  0.07
55 H 2.4164 2.2800 2.4098  0.09
56 H -4.3230 -5.2648 -0.1233  0.10
57 H -4.5576 -1.0010 3.5050  0.07
58 H -5.5569 1.2049 1.5154  0.09
59 H -2.2336 -7.2491 5.3712  0.08
60 H -3.0625 -6.5607 0.8977  0.10
61 H 2.1930 -2.0507 -3.0652  0.08
62 C -2.7509 -3.6174 -0.3368  -0.21
63 H -4.8117 -3.6553 0.4025  0.11
64 C -1.2477 -7.0164 2.0396  -0.25
65 N 2.6834 0.3917 3.5942  -0.28
66 H 1.4550 -0.5177 -6.3939  0.11
67 H -5.2661 3.8453 3.8179  0.11
68 C 0.5735 -0.7364 -5.7913  0.03
69 H 4.5014 -1.7470 2.7808  0.10
70 C 5.6433 -0.2439 -0.9696  -0.22
71 H 1.1625 -0.1392 2.1704  0.07
72 H 5.9541 -3.4093 0.3598  0.09
73 C -1.2225 8.3226 -0.9959  -0.17
74 H -4.5447 -2.6246 4.2488  0.09
75 C -0.3930 -2.2943 -4.0310  -0.05
76 C 2.6050 -3.2137 -0.1621  -0.10
77 H 3.7931 1.2319 1.9778  0.07
78 C 1.6603 -2.9479 -5.5488  0.05
79 C -1.0427 -1.3138 -3.0534  -0.23
80 H 1.6701 6.5702 1.5786  0.11
81 H 9.6513 -6.5631 -1.5618  0.05
82 C 1.9741 -1.2144 -3.7291  0.01
83 H -5.4209 -2.6632 -3.2220  0.08
84 H -4.7965 2.1444 4.1885  0.10
85 H 1.0514 1.6164 4.0330  0.08
86 C 10.1423 -3.9620 -1.4240  -0.20
87 C 10.7998 -0.4661 -0.8461  -0.24
88 H -0.2090 -3.2317 -3.5060  0.13
89 H -2.1386 4.9375 4.1887  0.07
90 H -1.4920 -4.3309 3.2882  0.10
91 C 0.9313 5.8545 1.2182  0.00
92 H -2.7247 -2.5362 -0.2011  0.07
93 H -5.7880 -4.7119 -1.7463  0.12
94 C -1.9976 -6.3283 0.8957  -0.25
95 H -2.0251 4.9851 5.9281  0.09
96 H -5.3471 2.8925 6.3067  0.14
97 O -1.1613 0.2050 1.1173  -0.38
98 H -8.4935 7.1041 -3.3371  0.12
99 O -1.2264 2.2737 2.3032  -0.38
100 H 3.2023 -1.2062 4.8941  0.14
101 H 3.9693 1.9544 -0.7788  0.09
102 H -0.4430 -6.3576 2.3662  0.09
103 H -4.5886 1.2542 -2.1522  0.07
104 H -1.3306 4.8720 -0.0189  0.09
105 O -2.2885 7.4538 -1.3423  -0.09
106 H -9.9050 0.4769 -3.0800  0.12
107 H -3.7274 3.0027 8.3338  0.12
108 H 2.3990 -2.7637 0.8090  0.04
109 H 0.1592 -4.6527 -1.3262  0.10
110 H 6.5442 -0.0419 3.1613  0.10
111 H -5.0150 4.0762 8.5961  0.14
112 C -7.1092 7.2309 -1.8535  -0.12
113 H 11.0099 -1.6071 -2.7145  0.08
114 C -7.0299 1.9630 -4.5439  -0.27
115 H 1.5417 -0.4127 -3.1306  0.09
116 H -3.2889 2.9064 -2.1445  0.08
117 H -2.9635 -6.5816 3.3230  0.09
118 C 2.0526 -0.6016 2.5971  -0.01
119 H -2.4378 6.1522 0.7083  0.10
120 H -1.1265 -1.1025 -1.1447  0.07
121 H 0.4987 -4.2597 1.7774  0.10
122 H -6.4689 5.6508 -3.8303  0.09
123 H -4.3660 -1.9900 -2.0317  0.04
124 H -6.1526 0.5374 -2.2833  0.06
125 H -3.3034 5.3646 8.8814  0.11
126 C 0.0137 -4.0894 0.8162  -0.28
127 H 10.4324 -7.2024 -2.9822  0.08
128 C 10.7649 -4.9358 -2.4617  -0.20
129 C 3.2097 1.6434 2.8015  0.06
130 H 8.9625 -2.8634 -3.0658  0.10
131 C -2.2570 -2.4264 2.6786  -0.26
132 H 10.9356 -1.1989 -0.0506  0.10
133 P -1.7571 -4.5228 0.9913  1.06
134 H -4.4256 0.4170 0.5155  0.09
135 H -1.5691 4.7298 -2.4518  0.08
136 H 1.2636 5.3123 0.3329  0.10
137 C -8.8278 0.5086 -3.2438  -0.24
138 H -1.4242 8.1905 1.6644  0.10
139 H -6.9336 -0.3799 -0.4084  0.06
140 H -4.7997 4.4121 -4.4472  0.10
141 H 0.6762 5.0847 1.9465  0.10
142 H -8.9754 -1.1172 -4.5674  0.09
143 H -3.7607 4.5767 -1.9366  0.10
144 C -5.2017 -2.6789 -2.1544  -0.10
145 C 0.6119 -4.8670 -0.3582  -0.21
146 H 2.6233 -2.5828 -5.9057  0.11
147 H 6.0025 -2.1688 -2.0801  0.09
148 H 2.9224 0.6917 -0.0683  0.04
149 C -4.0602 -1.6484 4.2272  -0.10
150 C 7.9072 -2.3612 0.5398  -0.24
151 H -3.7267 3.2304 3.2577  0.08
152 H 1.0472 7.8957 -0.4266  0.14
153 H -6.9170 2.1257 -0.1905  0.12
154 H 10.9214 -3.2552 -1.1384  0.09
155 H -5.9426 -2.1483 -1.5564  0.05
156 H 7.3149 -4.3839 -0.1596  0.10
157 C 3.7368 -0.4063 4.3816  -0.06
158 H -0.7867 6.9913 2.9626  0.10
159 Cl -0.9425 1.6425 1.0314  0.62
160 H 5.4744 -0.6029 0.0456  0.08
161 H 2.5638 1.3588 -1.6684  0.07
162 C 6.5606 -5.8514 1.8681  -0.08
163 O -1.7949 2.1288 0.0200  -0.34
164 H -2.0472 2.2348 4.8519  0.09
165 C 1.5678 0.8293 4.5824  0.04
166 C 4.2794 0.0519 -1.6669  -0.26
167 H -5.2706 4.6554 6.2995  0.14
168 H 2.5985 -5.2711 0.5062  0.11
169 C 2.1818 -4.6824 -0.3111  -0.21
170 H -5.3725 2.7391 -0.2516  0.09
171 O -0.4879 -1.4150 -1.7899  -0.07
172 C -6.3756 -0.5079 0.5192  -0.07
173 H -3.2528 -4.3111 2.8738  0.11
174 H 12.7710 0.6839 -3.0252  0.08
175 C -3.4598 3.8396 -2.6811  -0.23
176 H -6.4385 4.4596 -1.5649  0.08
177 H 5.6389 -1.6028 4.0993  0.14
178 H -0.9686 -2.5802 -4.9113  0.14
179 H 6.2802 -6.0415 2.9041  0.08
180 H -8.5226 -1.6908 -3.0020  0.08
181 H -2.0350 -1.7438 -2.9175  0.12
182 H 2.6744 -0.5655 1.7026  0.07
183 C -1.4400 -7.2331 4.6242  -0.08
184 C 11.6963 0.5017 -3.0317  -0.07
185 H 3.6907 -3.1819 -0.2529  0.06
186 H -1.5487 -6.6291 -0.0510  0.10
187 H 2.5190 -5.1845 -1.2179  0.11
188 C 8.9230 -3.1514 -2.0153  -0.25
189 H 8.9444 0.3438 -0.1694  0.10
190 H -1.8957 2.9922 -5.0192  0.07
191 H 0.2107 8.1897 2.3791  0.11
192 H 1.9133 -3.7462 -4.8511  0.10
193 N -3.6688 3.5866 5.3362  -0.29
194 C 0.0459 7.4680 -0.4767  -0.02
195 H 8.0329 -3.7749 -2.0992  0.07
196 H 3.7671 2.1319 3.6007  0.12
197 H 2.0075 1.1983 5.5091  0.11
198 C -7.3861 5.2641 -3.3862  -0.22
199 C -8.4526 1.6319 -4.2611  -0.23
200 C -0.6198 7.5647 2.0508  0.03
201 H -1.6023 5.1821 1.7435  0.07
202 H -8.0012 3.7261 -1.9720  0.11
203 H 10.8958 -4.4580 -3.4325  0.10
204 O 0.4629 1.8974 0.6774  -0.38
205 C 11.4900 -0.8035 -2.1561  -0.23
206 H -2.1778 2.7597 6.5965  0.10
207 H -6.9876 2.7386 -5.3086  0.11
208 C 3.3660 1.0712 -0.9888  -0.08
209 C -2.6289 -1.8596 4.0636  -0.28
210 H 4.4566 0.2878 -2.7162  0.11
211 H -0.8234 -6.3437 4.7546  0.06
212 H -1.6192 9.0867 -0.3275  0.12
213 H 1.9197 -1.6505 2.8620  0.11
214 H -2.5179 -8.2862 3.0698  0.13
215 H 11.7835 -5.2334 -2.2129  0.11
216 H -3.3617 1.6311 5.9692  0.10
217 H -7.1483 6.9356 -0.8050  0.08
218 C -2.2602 -3.9369 2.6228  -0.26
219 C 9.9151 -6.3258 -2.5925  -0.06
220 H -6.9526 -0.5263 1.4438  0.09
221 H -2.3255 5.2279 -3.9232  0.12
222 C -1.3572 3.3362 -4.1362  -0.10
223 H -4.0536 2.8248 -4.4352  0.09
224 H -8.0502 5.0109 -4.2126  0.12
225 N 0.9368 -1.8101 -4.7095  -0.29
226 C -5.4700 0.7285 0.5389  -0.27
227 H 3.8473 -0.9427 -1.5573  0.07
228 H 2.9242 -0.9256 -4.1784  0.10
229 H -0.4475 3.8180 -4.4948  0.08
230 H 5.6803 -5.9729 1.2369  0.06
231 C 9.2801 -0.3102 -0.9741  -0.27
232 H -1.0787 2.4962 -3.4999  0.06
233 H 4.2380 0.2455 5.0972  0.14
234 C -1.4850 5.6247 0.7543  0.02
235 C -4.2128 -4.1998 -0.3275  -0.22
236 H 11.3008 1.3760 -2.5148  0.07
237 H -4.1005 -1.1362 5.1885  0.08
238 C -2.1317 -7.2806 3.2359  -0.25
239 H -8.3483 0.7620 -2.2983  0.07
240 P 8.1372 -1.7167 -1.1409  1.02
241 C -2.1362 4.3521 -3.3025  -0.25
242 H 6.6887 -0.7144 -2.7641  0.10
243 H 0.8788 0.0065 4.7732  0.10
244 H -8.9466 1.2707 -5.1632  0.13
245 H -2.1188 -2.4869 4.7946  0.13
246 C 7.1988 -4.4666 1.8441  -0.26
247 C -4.8737 -4.1198 -1.7086  -0.22
248 N -0.3091 6.6735 0.8202  -0.29



[2]
C4H3LaO5 as an isolated structure at a distorted geometry, computed with ωB97M-V with the def2-TZVPD basis set.

The charge is +1. The expectation value of S² is 0.752. The value obtained for the total energy is -15283.5051 eV. As for the multiplicity: 2.

Last column: Mulliken spin population.
Cartesian coordinates (Å):
1 H 0.2385 -0.7230 -1.8282  0.00
2 C 0.1370 -0.7439 -0.7306  0.00
3 C -1.3572 1.0247 0.2215  -0.01
4 La 1.5198 3.0125 0.2745  0.99
5 O -1.5915 1.9921 0.9255  0.00
6 O 3.3591 0.0880 1.0810  0.04
7 O 1.2398 -0.9892 -0.0743  0.00
8 H -1.7075 -1.8842 -0.8119  0.00
9 O -1.9461 -0.1565 0.2973  0.00
10 H -0.8941 -1.8464 0.7936  0.00
11 O -0.2665 0.9847 -0.5203  -0.01
12 C 2.4113 0.5073 0.4752  -0.01
13 C -1.1425 -1.2661 -0.1033  0.00



[3]
C2H8FN4OP3 as an isolated structure at a distorted geometry, computed with ωB97M-V with the def2-TZVPD basis set.

The expectation value of S² is 2.010. The value obtained for the total energy is -40793.5534 eV. As for the multiplicity: 3.

Last column: Mulliken spin population.
Cartesian coordinates (Å):
1 P -2.2119 2.4082 0.8121  0.02
2 N -2.1764 -0.2920 -2.2640  0.03
3 N -0.5561 0.5026 -0.2934  0.57
4 H 2.3323 -1.3994 2.5632  0.00
5 C 1.8520 -1.9430 1.6470  0.02
6 H 1.1553 -2.5831 1.9531  -0.03
7 P 0.2547 -0.8532 -0.3220  1.18
8 O 1.0233 -0.8034 1.0624  0.16
9 N -2.1439 3.9480 0.8901  0.01
10 H -2.5548 -0.3487 -3.1955  0.00
11 H 3.5421 -1.9494 0.4142  0.00
12 H 3.2409 -3.4397 1.0349  0.00
13 F -0.5654 1.8163 -2.6097  0.01
14 H -2.1125 4.3063 1.8713  0.00
15 P -1.5462 0.9224 -1.5809  0.00
16 C 2.7573 -2.6059 0.6611  0.01
17 H -2.2769 3.0192 -1.5200  0.00
18 H 2.2643 -2.9382 -0.1811  -0.01
19 N -2.2781 2.2330 -0.9429  0.03



[4]
An isolated ion of composition C12H22P and charge +1 at a distorted geometry, computed with ωB97M-V with the def2-TZVPD basis set.

The charge is +1. The value obtained for the total energy is -22080.5914 eV.

Last column: natural (NBO) charge in e.
Cartesian coordinates (Å):
1 H -1.9186 -2.6021 1.7490  0.25
2 C -0.3571 -1.3978 0.6987  -0.51
3 C 3.3158 0.4487 0.6529  -0.22
4 C -1.8195 1.0945 -0.0863  -0.53
5 H -1.2023 1.5035 1.9720  0.22
6 H -0.3802 -1.0277 1.6845  0.26
7 H 4.3226 0.0537 -1.2608  0.24
8 C 2.0654 0.8338 0.9538  -0.19
9 H 1.0336 -2.9454 -0.3213  0.22
10 C 2.2803 0.7516 -1.3462  -0.19
11 C -0.3279 -0.6957 -2.1641  -0.98
12 C -1.5302 2.5500 -0.5197  -0.60
13 H 4.1011 0.2800 1.4706  0.25
14 H 1.0009 2.1317 -0.4321  0.31
15 C -1.6200 -2.2457 0.6488  -0.67
16 H 1.8791 -2.0472 0.9148  0.24
17 H -1.0641 2.6804 -1.5205  0.22
18 H -2.6615 0.3913 2.0487  0.26
19 H -2.6104 3.0768 -0.3993  0.25
20 H -0.3449 0.1727 -2.8892  0.27
21 H 0.6882 -3.1176 1.3116  0.23
22 C 1.2270 1.0079 -0.3317  -0.66
23 H 0.4586 -1.3068 -2.4915  0.29
24 H 1.6782 0.9122 2.0590  0.24
25 H -2.5755 0.6200 -0.6717  0.25
26 C 3.4614 0.3529 -0.7792  -0.19
27 P -0.3544 0.0618 -0.5237  1.59
28 H -2.5767 -1.6406 0.4177  0.22
29 H -1.8371 -3.2631 0.1176  0.26
30 C -2.1308 1.2048 1.3613  -0.66
31 H -2.8622 2.0473 1.5773  0.26
32 H 1.9831 0.8488 -2.3706  0.22
33 H -0.8286 2.8691 0.1967  0.21
34 H -1.3165 -1.2335 -2.3616  0.28
35 C 0.8229 -2.3701 0.6345  -0.63



[5]
C4H10N2O in the gas phase at a distorted geometry, computed with ωB97M-V with the def2-TZVPD basis set.

The energy above the lowest of the compared OMol25 structures with the same formula, charge and spin comes out at 52.5 kcal/mol. The value obtained for the total energy is -9336.7100 eV. Its SMILES is C=C(N)OCNC.

Last column: natural (NBO) charge in e.
Cartesian coordinates (Å):
1 H 2.2608 1.3948 -0.4298  0.38
2 N 1.3851 0.8989 -0.4886  -0.85
3 H -2.9184 -0.0031 -0.8404  0.17
4 H -1.3814 0.1876 -1.7076  0.21
5 C -0.7943 -0.6916 0.7242  0.09
6 C -2.0110 0.6082 -0.9248  -0.43
7 H -1.5848 -1.4572 0.6357  0.16
8 N -1.2272 0.6339 0.3017  -0.66
9 O 0.2409 -1.1339 -0.1009  -0.52
10 H -2.2914 1.6250 -1.1934  0.20
11 C 1.4215 -0.3716 0.0515  0.46
12 H 2.5194 -2.0324 0.7117  0.21
13 H 0.5823 1.4578 -0.2273  0.41
14 H -0.4935 -0.6246 1.7811  0.17
15 H -1.7590 1.0658 1.0515  0.36
16 H 3.5065 -0.5537 0.2484  0.20
17 C 2.5444 -1.0040 0.4070  -0.57



[6]
C10H20O13Tl as an isolated structure at a distorted geometry, computed with ωB97M-V with the def2-TZVPD basis set.

The energy above the lowest of the compared OMol25 structures with the same formula, charge and spin comes out at 5.7 kcal/mol. The charge is +1. The value obtained for the total energy is -41991.2054 eV.

Last column: Löwdin charge in e.
Cartesian coordinates (Å):
1 C -16.7768 -3.5275 10.4113  0.06
2 H -15.8413 -0.4873 13.8101  0.10
3 H -13.1808 -6.1265 15.6555  0.08
4 H -13.5210 -5.0636 11.7292  0.06
5 C -17.8564 -6.7690 14.9599  -0.79
6 O -17.9705 -3.2679 11.2500  0.06
7 O -15.2790 -3.5741 13.0452  -0.03
8 H -12.9703 -5.5161 13.2421  0.03
9 H -14.3506 -10.3517 16.1579  0.10
10 O -17.3238 -4.4970 13.0160  0.03
11 O -18.8317 -7.5960 15.3551  0.17
12 C -19.7357 -3.7421 14.1756  0.01
13 O -17.4351 -6.7503 13.8085  0.01
14 H -18.9214 -8.1848 14.6022  0.13
15 O -13.6412 -8.0702 15.8432  0.03
16 Tl -15.8018 -5.0618 14.3680  1.22
17 C -14.9231 -7.7553 15.4893  -0.38
18 C -13.7638 -4.4499 10.8618  -0.01
19 O -13.8979 -5.4868 13.5475  -0.34
20 H -13.0658 -4.5403 10.0294  0.12
21 O -17.3753 -5.9176 15.7547  -0.02
22 O -19.3208 -3.4601 12.8502  0.07
23 O -15.7475 -8.7863 15.8674  0.03
24 O -13.9815 -3.1005 11.1764  0.05
25 H -16.1630 0.2370 12.2602  0.11
26 C -12.6765 -7.0802 15.8113  -0.05
27 H -15.9167 -10.8754 16.3814  0.11
28 H -16.8123 -1.2871 12.5208  0.08
29 O -15.2756 -6.6859 15.0771  -0.03
30 C -18.1326 -3.8074 12.4373  -0.55
31 O -14.7576 -1.4213 12.2332  0.02
32 H -15.9887 -3.3236 11.1362  0.04
33 C -15.3132 -9.9762 16.5052  -0.02
34 H -14.6286 -4.9038 10.3778  0.09
35 H -20.1969 -2.8338 14.5633  0.11
36 H -11.9326 -7.2456 15.0320  0.11
37 H -11.9763 -7.0561 16.6463  0.11
38 H -15.2922 -9.6934 17.5577  0.11
39 C -14.6822 -2.8148 12.2432  -0.47
40 H -16.6532 -4.5326 10.0080  0.11
41 H -16.5913 -2.8615 9.5687  0.13
42 C -15.9168 -0.7076 12.7453  0.01
43 H -20.5446 -4.4714 14.1333  0.11
44 H -18.9524 -4.1316 14.8258  0.09